Model i:
Here is one molecule with the formula C8H12 from the Open Molecules 2025 dataset. Energies are from ωB97M-V/def2-TZVPD.

Geometry as XYZ:
```
20
Properties=species:S:1:pos:R:3:lowdin_charge:R:1
H 2.8531 -0.4180 -0.6167 0.10
C 2.6373 -0.1283 0.4080 -0.16
H -1.2069 0.3273 1.1115 0.10
H -2.8951 -1.2640 0.7085 0.08
C 3.8080 -0.1047 1.3452 -0.11
C -2.1391 0.1047 -0.7728 -0.36
C -2.2353 0.3710 -2.0726 0.04
C -0.9492 0.2957 0.0710 -0.09
H 3.9032 0.8775 1.8036 0.07
H -3.9445 0.0093 0.5286 0.08
H 0.5042 0.5594 -1.3498 0.11
H 3.9804 -0.9437 2.0180 0.07
H -1.4954 0.9544 -2.6084 0.06
C 0.3372 0.4492 -0.2838 -0.09
H -3.9125 -1.1236 -0.7874 0.07
H -3.1561 0.2042 -2.6048 0.06
H 4.7082 -0.1460 0.7247 0.06
H 1.0964 0.3608 1.7476 0.11
C -3.2740 -0.6034 -0.0783 -0.08
C 1.3803 0.2181 0.7078 -0.13
```

As for the spin multiplicity: 1. The SMILES is C=C(C)/C=C/C=C/C. Its charge is 0. The value obtained for the lowest unoccupied orbital energy is 0.63 eV.

***

Model ii:
Here is one molecule with the formula C8H12 from the Open Molecules 2025 dataset. Energies are from ωB97M-V/def2-TZVPD.

Geometry as XYZ:
```
20
Properties=species:S:1:pos:R:3:lowdin_charge:R:1
C -0.1937 1.2182 -1.9145 0.05
C 0.6484 0.3736 -1.3058 -0.32
H -3.3307 -0.1089 3.0152 0.05
H -0.1563 1.9279 -2.6951 0.05
H 2.4349 0.4230 -2.2270 0.08
H -0.9481 1.5754 -1.2042 0.06
C -1.5407 -0.3875 1.7575 -0.19
H 1.4459 -0.7995 -2.9737 0.09
C 1.7333 -0.3769 -1.9992 -0.07
H 2.3493 -1.0891 -1.4632 0.07
H -3.6400 0.1478 1.4347 0.06
C 0.3630 -0.0290 0.1308 -0.25
H -1.6565 -0.4172 -0.3842 0.13
H 2.4378 0.1273 0.5054 0.07
C -0.9219 -0.2750 0.4465 -0.10
H 1.5564 -1.2768 1.3992 0.09
H 1.4953 0.2081 1.9603 0.09
C 1.5602 -0.2803 0.9726 -0.06
H -0.8529 -0.8786 2.4784 0.11
C -2.7838 -0.0826 2.0663 -0.01
```

As for the spin multiplicity: 1. The SMILES is C=C/C=C(\C)C(=C)C. Its charge is 0. The value obtained for the lowest unoccupied orbital energy is 0.80 eV.

***

Model iii:
Here is one molecule with the formula C8H12 from the Open Molecules 2025 dataset. Energies are from ωB97M-V/def2-TZVPD.

Geometry as XYZ:
```
20
Properties=species:S:1:pos:R:3:lowdin_charge:R:1
C -0.3268 2.5151 -1.0594 0.06
C 1.0915 1.1338 0.4813 -0.23
H -1.7300 0.2387 -1.3445 0.09
C -1.0505 0.2276 -0.5048 0.00
H 0.5858 3.0895 -1.3390 0.06
H 2.3422 0.6120 -1.1934 0.09
H 3.2202 1.0511 0.2946 0.06
H 1.0122 0.0827 0.7876 0.08
C -0.8084 -2.3019 0.2423 -0.24
H -1.2048 2.6092 -1.7322 0.07
H -1.1162 -3.3545 2.0766 0.06
C 2.3682 1.2769 -0.3222 -0.11
H 1.0953 1.8506 1.3207 0.12
H 2.3871 2.3223 -0.6905 0.07
H -0.6821 -2.5181 -0.7930 0.09
C -1.0202 -0.9606 0.5807 -0.05
H -0.5005 -4.2799 0.5225 0.04
C -0.2007 1.3403 -0.3572 -0.37
H -0.8127 -0.5672 1.5825 0.10
C -0.8197 -3.4107 1.0412 0.03
```

As for the spin multiplicity: 1. The SMILES is C=C/C=C/C(=C)CC. Its charge is 0. The value obtained for the lowest unoccupied orbital energy is -0.99 eV.

***

Least stable = model iii

***

Model i:
Here is one molecule with the formula C8H12 from the Open Molecules 2025 dataset. Energies are from ωB97M-V/def2-TZVPD.

Geometry as XYZ:
```
20
Properties=species:S:1:pos:R:3:lowdin_charge:R:1
C -0.6700 0.3007 -0.1200 -0.29
C 1.4117 -2.5550 -1.6201 -0.11
H 1.2586 0.1420 -0.8422 0.11
H -1.3008 1.5690 2.6109 0.09
C 0.3696 2.5480 0.2336 0.04
C 0.2385 -1.7916 -1.0849 -0.13
C -0.3262 1.2632 2.1933 -0.07
H -2.6443 0.8745 0.3186 0.06
H 2.1458 -1.8272 -1.9459 0.07
H 0.2841 2.7353 -0.8422 0.07
H 0.3856 1.8887 2.7347 0.08
H 1.8017 -3.3449 -0.9725 0.07
C -0.1669 1.4402 0.7169 -0.37
H -2.5011 -0.8156 -0.3367 0.06
H 1.2520 -3.1493 -2.5385 0.07
H -0.3496 0.2086 2.4808 0.08
H 1.0823 3.2306 0.6807 0.06
C -1.9930 0.1076 -0.0573 0.06
H -0.7053 -2.2906 -0.9392 0.10
C 0.4275 -0.5341 -0.6702 -0.06
```

As for the spin multiplicity: 1. The SMILES is C=C(C)C(=C)/C=C/C. Its charge is 0. The value obtained for the lowest unoccupied orbital energy is 0.70 eV.

***

Model ii:
Here is one molecule with the formula C8H12 from the Open Molecules 2025 dataset. Energies are from ωB97M-V/def2-TZVPD.

Geometry as XYZ:
```
20
Properties=species:S:1:pos:R:3:lowdin_charge:R:1
H -3.1196 -1.2002 -0.8628 0.09
H 2.0051 1.9538 -0.5658 0.13
C -0.5904 0.0769 -0.2241 0.10
C -1.6348 0.9034 -0.5409 -0.22
C -2.9849 0.8245 -0.6510 -0.17
C 2.9201 -1.4195 0.0298 -0.05
H -3.4618 1.7454 -0.9007 0.07
H 2.6796 -2.4010 0.2913 0.02
H 4.1268 -1.5141 -0.4199 0.15
C 0.5972 -0.5569 -0.0281 -0.18
C 2.2466 1.2897 0.4591 -0.06
H 2.7126 -0.8818 1.0960 0.11
H 1.6711 1.7516 1.2301 0.04
C 1.9169 -0.2245 0.0317 -0.36
H -1.2802 1.8137 -0.9840 0.11
H -3.0851 -0.6101 0.8667 0.05
C -3.5811 -0.5020 -0.0907 -0.11
H 3.2461 1.2825 0.9350 0.06
H -4.6790 -0.7095 0.1109 0.08
H 0.2948 -1.6219 0.2173 0.13
```

As for the spin multiplicity: 1. Its charge is 0. The value obtained for the lowest unoccupied orbital energy is -0.63 eV.

***

Model iii:
Here is one molecule with the formula C8H12 from the Open Molecules 2025 dataset. Energies are from ωB97M-V/def2-TZVPD.

Geometry as XYZ:
```
20
Properties=species:S:1:pos:R:3:lowdin_charge:R:1
C 2.5904 -0.1355 -0.4021 -0.03
H -2.3158 -1.5607 -0.2902 0.14
H -2.0887 0.6664 -1.5967 0.16
H -0.2798 -1.6503 1.5370 0.08
C -0.7084 -0.7449 1.1944 -0.09
H 3.7579 0.0308 -0.6841 0.10
H -0.0433 1.8231 -0.8896 0.05
C -1.8231 0.7727 -0.3728 -0.12
C -0.1633 -0.8978 -0.8420 -0.16
H -2.6653 1.2376 0.1818 0.10
H -0.1890 -0.9719 -1.9612 0.13
H -0.4108 2.0122 0.7550 0.09
C 0.3404 0.0958 0.2617 -0.37
C -1.4900 -0.8262 -0.0960 -0.28
C 1.8034 0.3682 0.5517 -0.12
C -0.4605 1.4373 -0.1060 -0.11
H 0.3517 -1.8569 -0.4947 0.13
H -0.9987 -0.3066 2.1891 0.12
H 2.0844 -0.7056 -1.3140 0.08
H 2.2636 0.8640 1.4342 0.11
```

As for the spin multiplicity: 1. The SMILES is C=C[C@]12CC[C@H](C1)C2. Its charge is 0. The value obtained for the lowest unoccupied orbital energy is 1.09 eV.

***

Model iv:
Here is C8H12 as an isolated structure from the Open Molecules 2025 dataset. Energies are from ωB97M-V/def2-TZVPD.

Geometry as XYZ:
```
20
Properties=species:S:1:pos:R:3:lowdin_charge:R:1
H -2.3727 1.4837 -1.3059 0.14
C -0.3224 -1.3088 1.9355 0.01
H -0.7450 -1.9090 2.6206 0.05
C 0.1756 -0.2205 -0.0446 -0.22
C -0.3425 0.5770 -0.9732 -0.31
H 1.2551 -0.4783 2.7974 0.08
H -2.4218 -0.5746 -1.6048 0.14
C 1.4998 -0.1025 0.6514 -0.15
C -0.8242 -0.8821 0.8022 -0.09
H -1.8985 -0.7367 0.5831 0.11
H 2.5322 -0.3541 0.3596 0.13
H -1.5198 0.5244 -2.8475 0.07
H 1.3579 2.5812 -1.8596 0.14
H 2.0642 -1.6106 2.0055 0.09
C 0.2276 1.6988 -1.9817 -0.16
H 0.5953 1.4774 -3.1412 0.10
H 1.5047 0.9288 1.2752 0.18
C -1.6547 0.5031 -1.7063 -0.18
H -0.5981 2.5828 -1.9754 0.08
C 1.2818 -0.9175 1.8323 -0.21
```

As for the spin multiplicity: 1. Its charge is 0. The value obtained for the lowest unoccupied orbital energy is 0.86 eV.

***

Least stable = model ii

***

Model i:
Here is a 2-piece molecular cluster, C6H8N overall from the Open Molecules 2025 dataset. Energies are from ωB97M-V/def2-TZVPD.

Geometry as XYZ:
```
15
Properties=species:S:1:pos:R:3:lowdin_charge:R:1
C -3.3258 -0.7497 0.8203 0.17
H -3.1848 -1.8201 0.9091 0.10
C -2.4024 0.0648 0.3383 -0.02
H -4.2917 -0.4587 1.3659 0.14
H -0.8131 2.5802 -0.7512 0.19
H 2.4284 0.6189 -2.6361 0.04
H 2.4602 -1.8585 0.8506 0.13
N -1.5194 0.6767 -0.1565 0.12
H 0.2182 1.0013 -1.0806 0.03
H 3.1841 -0.3292 1.3111 0.10
H 1.2793 -0.5116 1.2619 0.10
C -0.6894 1.3970 -0.7276 0.18
C 2.1584 -0.1783 -0.5632 -0.24
C 2.3028 -0.7016 0.7392 -0.12
C 2.1953 0.2688 -1.6812 0.11
```

As for the spin multiplicity: 1. Its charge is +1. The value obtained for the lowest unoccupied orbital energy is -6.00 eV.

***

Model ii:
Here is an isolated ion of composition C6H8N and charge +1 from the Open Molecules 2025 dataset. Energies are from ωB97M-V/def2-TZVPD.

Geometry as XYZ:
```
15
Properties=species:S:1:pos:R:3:lowdin_charge:R:1
C -1.4382 -1.0589 -0.0956 0.03
C 1.1234 -0.9474 -0.1816 -0.11
H -0.8433 2.1914 -0.7603 0.15
H 1.0862 -1.6281 -1.1129 0.15
C -1.8697 0.1041 -0.3962 0.31
C 1.3311 0.5637 -0.2888 -0.15
H 1.9155 -1.5027 0.4401 0.15
N 0.1852 0.8608 0.5664 -0.01
H -0.2828 -1.2381 1.5959 0.18
H 1.2575 1.0369 -1.3337 0.15
C -1.0822 1.4021 0.0208 -0.11
H 2.2421 0.9723 0.2596 0.15
H -1.7758 1.9991 0.7760 0.17
C -0.1277 -0.7067 0.6165 -0.20
H -1.7212 -2.0486 -0.1061 0.13
```

As for the spin multiplicity: 1. Its charge is +1. The value obtained for the lowest unoccupied orbital energy (alpha / beta) is -7.70 / -7.74 eV.

***

Least stable = model ii